Computed, not measured: C5H15N3O2Rb as an isolated structure at a distorted geometry, with ωB97M-V/def2-TZVPD.

Element x y z (Å)
Rb1 -16.2438 21.7006 10.1804
C1 -16.3601 23.1233 13.8713
O1 -16.8129 22.4189 12.9801
N1 -15.9948 22.6324 15.0708
N2 -16.3735 24.4003 13.9301
H1 -15.4385 23.1612 15.7273
H2 -16.2986 21.6805 15.2178
H3 -16.0714 24.8499 14.7826
H4 -16.7781 25.0961 13.3199
C2 -12.5478 21.9758 12.3506
C3 -12.3416 23.1262 11.3468
C4 -11.1026 22.9140 10.4787
O2 -9.8073 22.8775 11.1494
C5 -8.7212 23.1241 10.2977
N3 -13.4584 22.9929 10.4343
H5 -13.5128 22.1438 12.8290
H6 -11.8312 21.9776 13.1720
H7 -12.4521 20.9840 11.9089
H8 -12.4643 24.1068 11.8067
H9 -11.0673 23.6835 9.7075
H10 -11.1494 21.9608 9.9521
H11 -8.9572 24.0174 9.7194
H12 -8.3629 22.2979 9.6837
H13 -7.9099 23.5003 10.9209
H14 -13.4848 23.6279 9.6493
H15 -13.4281 22.1271 9.9150

Atoms 1-2, force components in eV/Å:
-0.165 0.142 0.563
-1.265 -2.453 0.945

The LUMO energy comes out at -0.1234 Ha. As for the HOMO-LUMO gap: 0.3254 Ha. Its total charge is +1. The calculation puts the energy above the lowest of the compared OMol25 structures with the same formula, charge and spin at 28.2 kcal/mol. For the molar mass, the calculation gives 234.7 g/mol. For the calculated total energy, the calculation gives -14643.9513 eV. The spin multiplicity is 1.


Computed, not measured: one molecule with the formula C8H12 at a distorted geometry, with ωB97M-V/def2-TZVPD.

Element x y z (Å)
C1 -2.1622 0.7801 1.0850
C2 -1.0457 -0.1978 0.9610
C3 -0.4145 -0.1018 -0.3508
C4 -1.1706 -0.4940 -1.4834
C5 1.2929 1.2309 -1.6895
C6 0.9533 0.3191 -0.7267
C7 1.9732 0.0022 0.3764
C8 2.1083 -1.3223 0.7848
H1 -1.8946 1.6484 0.5419
H2 -3.0306 0.3720 0.7032
H3 -2.1948 0.9452 2.1965
H4 -0.2550 -0.1261 1.8508
H5 -1.5256 -1.1697 1.1538
H6 -2.1531 -1.0251 -1.3251
H7 -0.7431 -0.7296 -2.4925
H8 2.2705 1.7715 -1.6592
H9 0.8956 1.1086 -2.7313
H10 2.7995 0.6299 0.5832
H11 1.3458 -1.9339 0.7569
H12 2.9509 -1.7077 1.4647

Atoms 1-2, force components in eV/Å:
1.600 0.798 2.826
1.972 -1.066 2.935

The LUMO energy comes out at 0.0163 Ha. The structure (SMILES) is C=CC(=C)C(=C)CC. As for the HOMO-LUMO gap: 0.3152 Ha. The calculation puts the energy above the lowest of the compared OMol25 structures with the same formula, charge and spin at 75.1 kcal/mol. For the molar mass, the calculation gives 108.2 g/mol. For the calculated total energy, the calculation gives -8486.3246 eV. The spin multiplicity is 1.


Computed, not measured: a 2-piece molecular cluster, C22H25N4 overall at a distorted geometry, with ωB97M-V/def2-TZVPD.

Element x y z (Å)
C1 0.7641 -4.7164 -0.7211
N1 0.7587 -3.2532 -0.7101
C2 -0.4745 -2.6321 -0.7358
C3 -1.6594 -3.3849 -0.7382
C4 -2.9007 -2.7573 -0.7761
C5 -2.9841 -1.3566 -0.9002
C6 -1.8234 -0.6019 -0.9584
C7 -0.5479 -1.1953 -0.7959
C8 0.6229 -0.4275 -0.6578
C9 1.8745 -1.0879 -0.6917
C10 1.9387 -2.5308 -0.7316
C11 3.1942 -3.1612 -0.7973
C12 4.3703 -2.4158 -0.7583
C13 4.3202 -1.0125 -0.7028
C14 3.0940 -0.3602 -0.6869
H1 1.7714 -5.1047 -0.6047
H2 0.1647 -5.0969 0.1143
H3 0.3452 -5.1075 -1.6590
H4 -1.6105 -4.4749 -0.7130
H5 -3.8062 -3.3598 -0.7227
H6 -3.9580 -0.8693 -0.9620
H7 -1.8654 0.4717 -1.1481
H8 0.6042 0.6349 -0.8804
H9 3.2771 -4.2443 -0.8889
H10 5.3269 -2.9348 -0.7786
H11 5.2470 -0.4375 -0.6830
H12 3.0426 0.7329 -0.6869
C15 -4.2484 2.4545 -0.9443
C16 -2.9003 2.6154 -1.2418
N2 -2.3210 3.1811 -0.1303
C17 -0.8967 3.4890 0.0744
C18 -0.3070 2.7086 1.2476
C19 1.0078 3.3130 1.7495
C20 1.7910 2.1290 2.3405
C21 0.9748 0.8746 1.9965
N3 0.0297 1.2902 0.9360
C22 -3.3239 3.3936 0.7969
N4 -4.4813 2.9481 0.3185
H13 -5.0048 2.0179 -1.5793
H14 -2.3401 2.3573 -2.1269
H15 -0.3528 3.2724 -0.8578
H16 -0.8012 4.5658 0.3034
H17 -1.0324 2.7226 2.0916
H18 1.5539 3.7684 0.9120
H19 0.8006 4.1003 2.4854
H20 2.7925 2.0711 1.9019
H21 1.8903 2.2219 3.4257
H22 1.5943 0.0484 1.6474
H23 0.4173 0.5379 2.8887
H24 -0.8199 0.7291 0.9923
H25 -3.1092 3.8737 1.7474

Atoms 1-2, force components in eV/Å:
-0.025 -0.522 0.063
-0.066 0.400 -0.113

The LUMO energy comes out at -0.1747 Ha. As for the HOMO-LUMO gap: 0.2323 Ha. Its total charge is +1. The calculation puts the energy above the lowest of the compared OMol25 structures with the same formula, charge and spin at 0.0 kcal/mol. For the molar mass, the calculation gives 345.5 g/mol. For the calculated total energy, the calculation gives -29173.6737 eV. The spin multiplicity is 1.


Computed, not measured: a 2-piece molecular cluster, C24H31F10N3O9S overall at a distorted geometry, with ωB97M-V/def2-TZVPD.

Element x y z (Å)
C1 1.4481 -2.0403 4.1656
C2 0.2083 -3.0432 4.4576
C3 -1.2367 -2.3721 4.0830
C4 -1.3074 -2.3440 2.4827
N1 -2.5653 -1.7542 1.9141
C5 -2.1727 -0.8572 0.8192
C6 -1.4532 -1.3913 -0.4524
C7 -1.0768 -2.9113 -0.7517
C8 -2.2513 -3.9706 -0.4818
C9 -3.5709 -3.6981 -1.3725
F1 -3.8559 -4.6148 -2.4567
C10 -4.4734 -2.5978 -1.1852
F2 -4.3658 -1.4659 -2.0446
F3 -5.4477 -2.5805 -0.1561
C11 -1.0414 -0.3311 -1.5242
C12 -0.2446 -0.7028 -2.8788
O1 -0.7251 -1.4083 -3.7833
O2 1.1003 -0.1568 -2.9487
S1 2.2534 -1.3312 -2.6147
O3 3.1682 -1.4000 -3.8116
O4 1.7079 -2.7132 -2.3951
C13 3.3283 -0.9289 -1.1346
F4 4.5856 -1.5414 -1.2885
F5 2.7032 -1.5834 -0.0077
C14 3.3799 0.6308 -0.7612
F6 2.0599 1.0796 -0.4486
F7 4.1377 0.7856 0.4422
C15 4.0743 1.5726 -1.8625
F8 3.1731 2.0680 -2.8388
F9 4.5762 2.7298 -1.1804
F10 5.1392 0.9750 -2.5493
C16 -1.4068 1.1671 -1.2864
C17 -0.9842 2.2026 -2.4407
O5 0.3853 2.6694 -2.3321
O6 0.4804 3.7111 -1.4603
C18 -2.1442 1.5909 0.0425
C19 -2.4781 3.1463 0.2097
O7 -2.2394 3.6590 1.5490
C20 -1.0294 4.4723 1.5690
N2 -2.5066 0.5637 1.0182
N3 -3.1822 0.9452 2.1578
C21 -4.6599 0.7550 2.0544
C22 -5.3190 1.6963 3.2161
H1 2.4241 -2.6520 4.2844
H2 1.4655 -1.6320 3.0996
H3 1.4616 -1.1532 4.9028
H4 0.3378 -3.9114 3.6986
H5 0.2356 -3.4757 5.5124
H6 -2.0217 -3.0889 4.5329
H7 -1.2376 -1.3474 4.5857
H8 -0.4394 -1.6693 2.1164
H9 -1.0882 -3.3957 2.0894
H10 -3.2483 -2.4650 1.6204
H11 -0.7018 -3.1008 -1.8242
H12 -0.1939 -3.2256 -0.0696
H13 -1.8562 -4.9933 -0.8577
H14 -2.4976 -4.1401 0.6296
H15 -1.6438 3.1540 -2.4598
H16 -1.0818 1.7599 -3.5047
H17 1.3416 3.5465 -0.9891
H18 -3.5762 3.2948 -0.1288
H19 -1.8609 3.8265 -0.4943
H20 -0.6839 4.5346 2.6545
H21 -1.2856 5.4784 1.0921
H22 -0.2155 3.9508 0.9596
H23 -2.7815 0.5410 3.0145
H24 -5.0112 -0.3296 2.1287
H25 -5.0376 1.2141 1.0615
H26 -5.9431 2.5513 2.7704
H27 -5.9305 1.0757 3.9561
H28 -4.4959 2.2133 3.8468
C23 7.8490 2.0268 -4.2183
C24 9.3572 2.2233 -4.3601
O8 9.8931 2.9361 -3.4747
O9 9.8737 1.6454 -5.3472
H29 7.4601 2.5532 -3.3422
H30 7.3395 2.4101 -5.1067
H31 7.6221 0.9621 -4.1117

Atoms 1-2, force components in eV/Å:
0.204 -0.581 0.635
0.097 0.300 -1.611

The LUMO energy comes out at -0.1365 Ha. As for the HOMO-LUMO gap: 0.0468 Ha. For the molar mass, the calculation gives 727.6 g/mol. For the calculated total energy, the calculation gives -86275.9393 eV. The spin multiplicity is 1.


Computed, not measured: C5H11N3 as an isolated structure at a distorted geometry, with ωB97M-V/def2-TZVPD.

Element x y z (Å)
C1 -2.1323 1.2376 0.0212
C2 -2.3750 -0.0857 -0.4170
C3 -0.8427 -1.4372 0.6029
C4 1.2136 -1.0214 -0.6120
C5 2.9469 0.5861 0.1824
H1 -2.9908 2.1713 -0.1226
H2 -1.8889 1.0198 1.1802
H3 -1.0371 1.7317 -0.7261
H4 -1.8922 -0.1676 -1.4227
H5 -3.4926 -0.1253 -0.6063
H6 -0.2122 -1.8866 1.5417
H7 1.6863 -0.9978 -1.5483
H8 1.3244 -0.3412 1.3466
H9 3.5538 0.3987 0.9220
H10 2.7803 1.5905 0.0058
H11 3.5848 0.2333 -0.6599
N1 -2.0749 -1.0371 0.5797
N2 0.0640 -1.6362 -0.5655
N3 1.7845 -0.2330 0.2978

Atoms 1-2, force components in eV/Å:
2.749 6.619 1.564
-3.674 -2.077 -4.514

The LUMO energy comes out at 0.0263 Ha. As for the HOMO-LUMO gap: 0.3538 Ha. The calculation puts the energy above the lowest of the compared OMol25 structures with the same formula, charge and spin at 118.7 kcal/mol. For the molar mass, the calculation gives 113.2 g/mol. For the calculated total energy, the calculation gives -9828.7605 eV. The spin multiplicity is 1.


Computed, not measured: an isolated ion of composition C3H9N2O and charge +1 at a distorted geometry, with ωB97M-V/def2-TZVPD.

Element x y z (Å)
C1 -1.6170 0.1613 0.3201
C2 1.8433 -0.7973 0.2873
C3 0.9809 0.5788 0.0854
N1 -2.8272 -0.0747 -0.0463
N2 -0.4750 0.1568 -0.2933
O1 1.5175 1.4517 -0.8025
H1 -1.5061 0.6758 1.2718
H2 1.9452 -1.2612 -0.7201
H3 2.7926 -0.4193 0.5021
H4 1.3930 -1.4359 1.0108
H5 1.0677 1.1252 1.1331
H6 -3.4389 -0.2657 0.7625
H7 -3.1942 -0.5346 -0.8610
H8 -0.2765 -0.2414 -1.1756
H9 1.7947 0.8803 -1.4743

Atoms 1-2, force components in eV/Å:
2.845 2.251 0.913
-2.165 2.302 -2.834

The LUMO energy comes out at -0.1261 Ha. The structure (SMILES) is C[C@@H](O)/[NH+]=C/N. As for the HOMO-LUMO gap: 0.4415 Ha. Its total charge is +1. The calculation puts the energy above the lowest of the compared OMol25 structures with the same formula, charge and spin at 44.3 kcal/mol. For the molar mass, the calculation gives 89.1 g/mol. For the calculated total energy, the calculation gives -8277.1538 eV. The spin multiplicity is 1.


Computed, not measured: one molecule with the formula C3H5N3OS at a distorted geometry, with ωB97M-V/def2-TZVPD.

Element x y z (Å)
C1 -0.2655 0.9445 0.0571
C2 1.4807 -0.2366 -0.0225
C3 -0.6678 -0.4189 -0.1164
H1 -1.9192 1.9363 -0.4762
H2 -0.5433 2.9689 -0.1879
H3 2.7085 -1.8175 -0.0008
H4 0.4746 -2.0541 -0.7115
H5 -2.4724 -1.2580 1.3696
N1 -0.9746 2.0712 -0.0885
N2 1.1091 1.0020 0.2603
N3 0.4035 -1.0920 -0.1287
O1 2.7599 -0.8657 0.0319
S1 -2.0936 -1.1801 0.0136

Atoms 1-2, force components in eV/Å:
1.108 -1.750 -0.402
0.746 -2.724 1.219

The LUMO energy comes out at 0.0153 Ha. The structure (SMILES) is Nc1nc(O)[nH]c1S. As for the HOMO-LUMO gap: 0.2831 Ha. The calculation puts the energy above the lowest of the compared OMol25 structures with the same formula, charge and spin at 52.4 kcal/mol. For the molar mass, the calculation gives 131.2 g/mol. For the calculated total energy, the calculation gives -20543.3853 eV. The spin multiplicity is 1.


Computed, not measured: C31H35ClN2PbSi2 as an isolated structure at a distorted geometry, with ωB97M-V/def2-TZVPD.

Element x y z (Å)
C1 -1.4031 -0.5133 1.3750
C2 -2.3314 0.0015 0.4265
C3 -2.1062 -0.6653 -0.8218
H1 -3.1371 0.7055 0.6459
C4 -1.0293 -1.5834 -0.6423
C5 -0.6201 -1.5036 0.7165
H2 0.0651 -2.1933 1.2191
H3 -1.3688 -0.2809 2.4383
H4 -2.7184 -0.5783 -1.7228
H5 -0.6698 -2.2933 -1.3871
Pb1 0.0265 1.0950 -0.6525
Si1 -0.3529 0.4151 -7.1887
C6 0.1485 1.8405 -8.2832
C7 1.4803 1.8975 -8.7217
H6 2.1379 1.0343 -8.6225
C8 1.9702 3.0656 -9.3096
H7 3.0149 3.1218 -9.6091
C9 1.1181 4.1519 -9.5261
H8 1.5012 5.0632 -9.9853
C10 -0.2303 4.0535 -9.1744
H9 -0.8975 4.8900 -9.3771
C11 -0.7291 2.8951 -8.5786
H10 -1.7813 2.8049 -8.3351
C12 0.3673 -1.1034 -8.2732
C13 0.0052 -1.3045 -9.6263
H11 -0.7752 -0.6866 -10.0715
C14 0.6216 -2.3009 -10.4164
H12 0.3320 -2.4340 -11.4654
C15 1.5706 -3.1664 -9.8615
H13 2.0182 -3.9714 -10.4517
C16 1.9160 -3.0204 -8.5200
H14 2.6124 -3.7173 -8.0374
C17 1.3211 -2.0027 -7.7760
H15 1.6150 -1.9689 -6.7196
H16 -1.8124 0.3743 -6.9664
Si2 1.5855 -0.2057 -5.1196
C18 0.4854 -1.7457 -4.7565
C19 -0.8912 -1.9411 -4.9955
H17 -1.5101 -1.2137 -5.5351
C20 -1.5473 -3.0929 -4.5514
H18 -2.6158 -3.2102 -4.7405
C21 -0.8649 -4.0724 -3.8489
H19 -1.3960 -4.9289 -3.4303
C22 0.5158 -3.9263 -3.6675
H20 1.0842 -4.7033 -3.1665
C23 1.1827 -2.7819 -4.1079
H21 2.2538 -2.7073 -3.9344
C24 0.3347 1.3110 -5.1525
C25 -0.7829 1.2343 -4.2542
H22 -1.0735 0.2583 -3.8554
C26 -1.5825 2.3278 -3.9484
H23 -2.4918 2.2071 -3.3480
C27 -1.2195 3.6103 -4.3653
H24 -1.8381 4.4671 -4.0880
C28 -0.0062 3.7559 -5.0491
H25 0.3079 4.7693 -5.2922
C29 0.7747 2.6609 -5.3919
H26 1.6940 2.8239 -5.9582
H27 2.9094 -0.3806 -5.7407
Cl1 2.3239 0.0871 -3.1393
N1 2.0102 -0.2751 0.1495
C30 2.4366 -0.0686 1.5807
C31 2.4389 1.4034 1.8994
N2 1.0869 2.0019 1.5797
H28 1.8451 -1.2681 -0.0359
H29 2.7475 -0.0240 -0.5153
H30 1.7314 -0.6123 2.2099
H31 3.4301 -0.5104 1.7524
H32 2.7151 1.5533 2.9545
H33 3.1926 1.9373 1.3024
H34 0.4208 1.7118 2.3070
H35 1.1516 3.0201 1.6736

Atoms 1-2, force components in eV/Å:
0.426 -0.372 -0.456
0.044 0.097 -0.531

The LUMO energy comes out at -0.0215 Ha. As for the HOMO-LUMO gap: 0.1458 Ha. The calculation puts the energy above the lowest of the compared OMol25 structures with the same formula, charge and spin at 47.0 kcal/mol. For the molar mass, the calculation gives 734.5 g/mol. For the calculated total energy, the calculation gives -69217.7774 eV. The spin multiplicity is 1.